(1)
The following is a quantum chemistry calculation of a molecular structure, C27H25N8O5RuSSi at a distorted geometry, from the Open Molecules 2025 dataset.

Computed properties:
HOMO energy (alpha / beta) = -8.83 / -8.65 eV
E_tot = -2640.61751 Ha
LUMO level (alpha / beta) = -0.96 / -0.55 eV
energy above the lowest of the compared OMol25 structures with the same formula, charge and spin = 18.24 kcal/mol
frontier orbital gap (alpha / beta) = 7.9 / 8.1 eV

Structure (ORCA input):
```
! RIJCOSX wB97M-V def2-TZVPD def2/J DEFGRID3
* xyz 0 2
N 0.14417 1.44547 1.34591
C 1.74549 3.18763 1.03368
C 2.79966 3.89214 0.48558
H 3.35028 3.47591 -0.34875
H 5.40588 -2.06715 1.17504
C 3.11498 5.12747 1.03580
C 2.38293 5.64236 2.10595
C -1.37845 2.22924 -2.75267
N -3.33793 -2.24579 1.06617
H -1.31299 -1.90488 -3.67420
C 2.98396 -1.91331 -1.18784
O -1.48901 3.03278 2.48920
H 0.77632 5.30086 3.51198
C -0.64029 2.43222 -3.91023
H 5.08683 -2.34137 -1.26105
O -2.77882 -3.45520 2.85939
H 2.63438 6.61733 2.50399
O 0.19215 1.90099 3.84547
H -4.91321 1.53819 1.62902
C -0.15905 0.17389 -2.31578
C -0.02376 -5.27541 -2.30672
C 3.34557 -1.58720 1.54294
H -2.13704 2.94294 -2.45341
Si 0.20544 -1.29862 -1.19173
N -2.90676 -1.58140 -0.07941
H -2.73920 1.63289 5.62470
C 1.21384 1.87140 0.57083
C 1.34042 4.92030 2.66957
C -1.28045 -4.03481 -3.93877
H 0.93107 1.67672 -5.16417
C 2.09208 -1.40619 0.98007
H -1.89142 -4.00409 -4.83280
H -1.23984 1.21294 4.96234
H -4.17807 -2.79654 1.01122
N -3.94974 1.50210 3.51993
S -0.15822 2.49120 2.57319
N -2.22708 0.98439 5.04647
H 3.93855 5.70230 0.63131
C -1.14548 1.10286 -1.97346
H 2.84975 -2.04830 -2.25765
O 1.65950 1.29177 -0.39009
C 1.89130 -1.55913 -0.39321
C -2.39924 -2.68829 1.99846
N -3.00019 0.58610 1.75507
H 3.48155 -1.46575 2.61025
H -1.74512 0.95665 -1.08282
H 0.35340 -6.21938 -1.93185
C -0.95975 -2.85373 -3.28073
H 1.37274 -0.28419 -3.76243
N -2.19609 0.41107 2.78492
H -3.59083 -0.87812 -0.32258
N -2.78321 0.97665 3.79213
C 0.27822 -4.09685 -1.63873
H -2.76154 -2.21149 -0.86293
C 4.24420 -2.08450 -0.62900
H -0.83280 3.30337 -4.52446
C 0.58533 0.40619 -3.47499
Ru -0.93417 -0.41974 0.80009
H -1.03820 -6.16858 -3.97522
O -1.20670 -2.21090 1.83514
C 0.34280 1.51984 -4.26791
C -0.16610 -2.86314 -2.12857
H 1.26899 -1.15782 1.63729
C 1.05307 3.68859 2.11450
C 4.42550 -1.92606 0.73722
H 0.87711 -4.12978 -0.73470
C -4.06078 1.24812 2.21894
C -0.80594 -5.24715 -3.45496
*
```



(2)
The following is a quantum chemistry calculation of a molecular structure, C27H25NO11P3SW, from the Open Molecules 2025 dataset.

Computed properties:
HOMO energy = -3.99 eV
E_tot = -3416.08096 Ha
LUMO level = 2.30 eV
energy above the lowest of the compared OMol25 structures with the same formula, charge and spin = 0.00 kcal/mol
frontier orbital gap = 6.3 eV

Structure (ORCA input):
```
! RIJCOSX wB97M-V def2-TZVPD def2/J DEFGRID3
* xyz -1 1
C 0.99951 2.20600 -2.31616
C 0.86269 3.97566 -0.09536
C -3.78558 3.17551 -1.68270
P 0.14880 2.42518 -0.72603
H -0.60480 -1.46037 8.42589
H -2.41717 -3.33183 5.84617
O -1.08250 -3.50011 -0.83535
C -1.94806 1.27464 -0.66168
H 1.66568 7.08542 -1.20129
N -2.06097 -0.77144 1.15368
H -2.11960 4.55766 -1.70424
H -0.04156 0.15248 6.56399
H -1.42564 -2.97756 8.04041
O 4.15742 -0.38542 -0.39735
C -0.71744 -0.41339 5.93367
H 1.83830 -1.23694 4.39278
H 2.22256 7.36242 1.19317
C -1.09940 0.11135 4.71037
O -0.50489 -1.34798 -0.70707
C -4.17031 1.86123 -1.41596
H 1.48815 -2.31359 -0.34286
C 0.96227 1.86242 -4.69971
H 2.94247 2.08385 -1.39479
H -0.72091 1.06519 4.36832
C -3.28269 0.91949 -0.90451
O 2.43243 -2.24958 -0.11805
H 0.82730 4.92164 -2.02783
O 2.91174 -0.62334 1.79672
C -1.16810 -2.40310 -0.32115
C -2.04380 -2.36534 5.52783
C -2.14654 -2.16740 0.84130
H -1.81081 -2.80475 1.66646
C 3.04932 1.79691 -3.51011
W -0.33407 0.33118 0.53900
P 1.54113 -0.27159 2.51234
C -1.59546 2.56953 -1.05136
H -3.16019 -2.38485 3.70073
H -3.65101 -0.06956 -0.66377
H -3.14868 -2.47927 0.53355
C 1.52717 6.26094 -0.51265
H 1.04593 3.30748 1.93045
H 2.86251 1.50580 -5.62836
H 0.40361 1.78300 -5.62386
H -5.20224 1.57297 -1.58280
O 1.05616 1.11822 2.15056
C -0.71656 -2.23766 7.66962
H -0.78728 2.20402 -3.50519
C 2.34075 1.70863 -4.70147
C -1.17253 -1.65990 6.35786
H 4.12099 1.64827 -3.49764
C -2.45312 -1.84311 4.31595
O 1.91839 -0.33762 4.05004
S -2.53390 0.08020 2.37141
C 1.66613 5.35332 1.70679
C 1.04795 5.04841 -0.97393
O 1.63026 0.11618 -0.22631
C 2.38492 2.04639 -2.32174
O -1.72311 1.29700 2.11739
O -3.95210 0.23108 2.54297
C 1.17672 4.13664 1.25278
C -1.96651 -0.60603 3.90343
P 2.84630 -0.73551 0.13785
C -2.46199 3.55037 -1.49871
H -4.51827 3.89271 -2.03160
H 0.25162 -2.73268 7.56306
H 1.91719 5.46777 2.75404
C 0.29109 2.10492 -3.50975
C 1.83988 6.41589 0.83232
O 0.47803 -1.24531 2.07454
*
```



(3)
The following is a quantum chemistry calculation of a single C27H25NO5 molecule, from the Open Molecules 2025 dataset.

Computed properties:
HOMO energy = -8.38 eV
E_tot = -1474.88007 Ha
LUMO level = 0.23 eV
energy above the lowest of the compared OMol25 structures with the same formula, charge and spin = 2.12 kcal/mol
frontier orbital gap = 8.6 eV

Structure (ORCA input):
```
! RIJCOSX wB97M-V def2-TZVPD def2/J DEFGRID3
* xyz 0 1
H -0.69695 0.72297 -0.86828
C 2.21281 1.34938 -0.97825
C 1.03704 -0.58985 -2.58593
H -5.17245 2.71253 -1.36955
C 0.60156 -3.30481 -1.54574
C -3.33506 2.73214 -0.28045
C 2.28987 3.98381 -1.96669
H -0.36612 -2.91754 -1.86067
C -0.45242 -4.59620 4.26133
C -4.18858 2.27858 -1.26914
C 1.32446 -2.27267 -0.73495
H 0.01498 4.54812 1.26183
C -2.06719 2.17950 -0.14115
H 2.62391 -3.91461 1.85630
C 1.71589 -3.80549 1.25910
C 1.71842 1.69103 -2.22368
O 1.71916 2.95118 -2.73895
C 1.81675 -2.50992 0.50829
H -2.46978 -3.97970 4.63443
O 2.12521 4.73065 0.31252
C -1.63250 -3.94109 3.95313
H 1.65766 -4.65595 0.57624
C -3.78548 1.26825 -2.12750
H 3.34341 3.78448 -1.73866
H 0.59145 -1.33130 -3.22869
O 2.96397 -1.60462 2.36997
H 1.54223 -5.04464 3.64164
C 0.62077 -4.53923 3.39112
H -2.64413 -2.71148 2.52239
C 0.53134 -3.83169 2.19903
H -1.67955 2.85378 1.85230
H -2.20769 -0.08344 -2.64591
C -0.65593 -3.17829 1.89760
C 1.55241 4.27045 -0.65225
H 0.79196 0.98385 -4.01333
H 2.23518 4.87835 -2.59463
H -3.65655 3.51479 0.39229
C -1.67271 1.16124 -0.99586
H -1.45330 4.76979 0.27274
H 0.57767 2.19155 1.70681
H -0.74677 -2.61267 0.98184
C -1.12258 2.71782 0.90904
C 2.08904 0.03809 -0.52569
C -0.60409 4.11000 0.47340
C -2.52852 0.70816 -1.98483
H 0.43154 -4.21463 -0.98118
H -0.36526 -5.14837 5.18578
C -1.72961 -3.23125 2.76964
C 2.48333 -1.45610 1.27229
O -0.06147 1.81479 1.09108
H -4.45345 0.91661 -2.89975
N 0.23254 4.01294 -0.69579
C 1.14895 0.70030 -3.03638
C 1.48143 -0.95513 -1.30607
H 2.67783 2.06032 -0.31658
H -0.15833 3.56273 -1.51064
O 2.57639 -0.21936 0.70346
H 1.17730 -3.54817 -2.43846
*
```



(4)
The following is a quantum chemistry calculation of a molecular structure, C27H26AlClNP, from the Open Molecules 2025 dataset.

Computed properties:
HOMO energy = -14.76 eV
E_tot = -2142.73095 Ha
LUMO level = -6.06 eV
energy above the lowest of the compared OMol25 structures with the same formula, charge and spin = 0.00 kcal/mol
frontier orbital gap = 8.7 eV

Structure (ORCA input):
```
! RIJCOSX wB97M-V def2-TZVPD def2/J DEFGRID3
* xyz 2 1
H 2.27021 0.65869 1.35953
H 2.27032 0.58647 3.82034
H 2.33014 -1.93491 -2.18580
C 1.56501 1.80885 -1.25647
H 0.56849 -3.59447 -2.52324
C -1.01742 1.24504 3.31209
C -3.65473 2.69158 -2.41837
C 1.34593 0.77055 3.28848
H 1.82287 3.09562 0.45986
H 0.17134 0.96725 5.07486
C -0.41577 -2.82758 1.37018
H 1.54044 0.67894 -3.09992
C -1.72513 2.91384 -0.99596
C -1.33458 1.60533 -1.28052
H -1.11672 3.51157 -0.32679
C 3.16527 3.59085 -1.13992
H -3.46563 -1.50899 0.65445
C 3.59107 3.28368 -2.42548
C -2.87228 3.45215 -1.55828
C -2.15290 0.89374 -2.15106
H -0.34809 -4.20289 -1.11394
H -2.20719 -3.71904 4.09008
C 0.61403 -3.83020 -1.46084
C 0.98622 -2.93363 0.79583
H 0.06189 -3.93540 3.15753
H 1.36352 -4.60808 -1.31388
C 2.14887 2.85524 -0.54467
C 2.34098 -2.13924 -1.11683
C 0.16513 0.98750 3.99220
C -1.40002 -2.13818 0.65873
H 2.61214 -1.23306 -0.57887
C 0.14984 1.06608 1.21783
H 3.07937 -2.91427 -0.91220
H -1.93321 1.42150 3.86228
C -0.70133 -3.39343 2.60762
C -1.03097 1.28278 1.92428
C -2.97481 -2.59893 2.42477
C 1.99695 1.49404 -2.54691
H 3.62604 4.40449 -0.59534
H 4.38630 3.86092 -2.88056
H -3.15743 4.47010 -1.32673
H 1.66385 -2.23889 1.29505
C -1.97928 -3.27303 3.13054
H 1.39110 -3.94006 0.91819
C 1.34114 0.80592 1.90319
Al -0.51310 -1.37533 -0.82681
C -2.68388 -2.03106 1.19602
C 3.00834 2.23719 -3.13167
H -1.96275 1.47747 1.40451
H 3.34574 2.00156 -4.13254
H -4.55075 3.11008 -2.85814
H -3.97425 -2.52695 2.83434
P 0.18207 0.90004 -0.57762
C -3.29970 1.38587 -2.72990
H -3.89847 0.78670 -3.40382
N 0.99909 -2.60376 -0.67767
Cl -1.73330 -0.80025 -2.66201
*
```



(5)
The following is a quantum chemistry calculation of a molecular structure, C27H26AsO15P3RuS at a distorted geometry, from the Open Molecules 2025 dataset.

Computed properties:
HOMO energy (alpha / beta) = -9.39 / -9.43 eV
E_tot = -5926.17611 Ha
LUMO level (alpha / beta) = -2.31 / -2.97 eV
energy above the lowest of the compared OMol25 structures with the same formula, charge and spin = 0.00 kcal/mol
frontier orbital gap (alpha / beta) = 7.1 / 6.5 eV

Structure (ORCA input):
```
! RIJCOSX wB97M-V def2-TZVPD def2/J DEFGRID3
* xyz 0 5
C -4.66444 1.01360 1.18212
C -5.34028 1.98213 1.90775
H 5.20083 -3.99617 0.79362
O 1.83873 3.15837 -2.27489
H 5.73391 -0.24306 -1.21969
C -0.19462 -3.34703 -4.37006
H -1.48855 1.14668 -2.48584
H -0.71850 4.21405 0.97001
H 1.71480 -1.68502 2.37685
O -1.41550 -0.87137 1.64445
C 5.10134 -0.99759 -0.77118
C -3.38424 2.35504 3.26939
S -2.52294 -0.62209 0.71415
H 0.05142 -0.32406 -2.88464
H 0.41202 -5.20231 -3.48510
H -5.13766 0.46256 0.38069
O -0.64327 4.84229 0.22291
H -6.36573 2.21957 1.65973
C -2.69693 1.41186 2.52563
C -0.69397 5.02125 -2.19772
O -1.89867 -0.28435 -0.61732
H -0.15596 5.96088 -2.07536
O -0.47963 3.10086 2.77005
C -0.30000 -1.97516 -4.19687
C 4.78358 -3.10310 0.34748
H -0.99370 -3.64700 -0.30433
O 2.07249 4.84351 -0.46789
O 1.76358 0.23170 -1.44395
C 3.05412 0.35637 -1.38969
C -4.70918 2.63331 2.95684
H -5.24465 3.37192 3.53834
C 0.99364 -2.47021 2.18518
C 0.56428 -2.18422 -1.95936
H 1.09433 -4.17905 -1.35388
C -0.52568 -3.57655 0.66879
C -0.45861 4.12483 -0.99876
O -3.48077 -1.67902 0.58882
C -0.42116 -4.23580 2.97785
O 0.58375 0.72520 2.08793
O 3.65023 1.32692 -1.83636
C 0.31155 -4.13363 -3.34702
C 0.47386 -2.63768 0.89855
H -0.77820 -4.85826 3.78795
H 6.69718 -2.30249 -0.18260
P 1.28004 3.52285 -0.86957
C 0.54943 -3.27116 3.21930
C 3.72864 -0.81818 -0.78105
C 0.08208 -1.39282 -2.99990
C -3.34735 0.74021 1.49723
H -2.87018 2.86328 4.07334
P 1.08583 -1.47204 -0.36913
H -0.49746 -3.80109 -5.30426
P -1.61787 2.69475 -0.99762
H -0.34298 4.52768 -3.10369
H 0.22038 3.32754 3.39700
O -0.83483 1.72180 -2.05312
C 2.87644 -1.76803 -0.22581
H -1.74376 -5.10649 1.52969
H -1.76121 5.22176 -2.28823
O -1.34371 2.10091 0.39693
C 5.62691 -2.14479 -0.19988
H 1.67977 5.26754 0.31178
O 1.43608 2.47342 0.19133
C 3.40788 -2.92456 0.33603
O -0.57407 1.05834 4.55970
H -0.67090 -1.35385 -5.00182
H 2.76377 -3.67886 0.76312
O -3.01016 2.93028 -1.38126
C -0.95909 -4.38334 1.70900
H 2.59497 2.49695 -2.23560
H 0.94145 -3.12970 4.21766
As -0.77398 1.33272 2.97414
Ru 0.00093 0.57660 0.18653
C 0.69010 -3.55939 -2.14444
*
```



(6)
The following is a quantum chemistry calculation of 4 unconnected molecules or ions with the total composition C27H26BF3O5S, from the Open Molecules 2025 dataset.

Computed properties:
HOMO energy = -9.14 eV
E_tot = -2143.34391 Ha
LUMO level = -0.94 eV
energy above the lowest of the compared OMol25 structures with the same formula, charge and spin = 0.00 kcal/mol
frontier orbital gap = 8.2 eV

Structure (ORCA input):
```
! RIJCOSX wB97M-V def2-TZVPD def2/J DEFGRID3
* xyz 0 1
O 1.99641 3.86731 -0.75385
C -2.15085 4.07580 1.68239
H 2.07357 -2.31516 -0.41526
O -1.58782 6.25837 2.60204
H 3.37042 1.57901 2.16496
C 5.16306 -1.21008 -3.25726
O -1.89406 1.37141 0.47408
O 1.95773 -1.73814 0.34769
C 3.22646 -2.56473 -3.00493
H 5.82038 -0.43395 -2.89090
H -2.98724 1.46422 5.03673
H 0.22758 5.21880 0.85451
H 3.81104 -1.08113 -1.57821
H -2.59748 4.81938 3.65769
H -0.74023 6.54206 2.93569
H -0.92642 -2.89973 6.09952
C -0.61144 -0.79495 5.88226
C -2.34308 -1.00888 -5.19831
C 0.16045 4.15150 0.73525
S 3.19640 1.50861 0.83570
B 0.78218 -1.06671 0.29634
F -0.46703 1.53637 5.59968
H -4.36157 -0.60653 4.98461
F 2.12507 -2.91809 -2.28583
C 3.47495 -3.21254 -4.19530
H -2.14465 -4.31928 -3.22105
C 5.43623 -1.84451 -4.46121
H 0.27053 -0.68046 -1.49561
C -1.21238 0.41104 5.58426
H -0.25503 -2.72968 -3.16422
C 1.52008 2.04309 0.69022
H 6.30722 -1.56008 -5.03548
C -3.38843 -1.90928 -5.21019
H -4.18197 -3.77412 -4.53989
C -1.79901 4.89190 2.92620
H -0.38523 -0.61202 -4.43213
H 0.44292 -0.82518 6.12274
C -2.73033 -1.88291 5.54090
H 4.80138 -3.33400 -5.86869
F -4.49182 -1.62016 -5.92942
H -0.54099 -0.34264 1.87970
C -3.33922 -3.09666 -4.50853
C 4.59209 -2.84230 -4.92888
C -3.31228 -0.65952 5.23999
C -0.89757 1.98072 0.80041
C -1.21170 -1.31065 -4.45447
H 1.13659 -0.17957 2.32351
C -1.13719 -2.50000 -3.74266
O -0.08180 -1.22110 -0.78450
H -2.57078 4.74084 0.94004
C 4.04553 -1.56742 -2.51774
H 2.80476 -3.98973 -4.53790
H -2.86689 3.32159 1.97956
C -2.55181 0.50005 5.26366
H -0.90687 4.47992 3.38572
C 0.43283 1.31652 0.98791
C 0.44327 -0.08821 1.49760
C -2.20044 -3.39105 -3.77310
C -0.92410 3.44782 1.06964
H -2.41930 -0.08976 -5.76359
C -1.38199 -1.94807 5.86284
H -3.32735 -2.78434 5.52324
C 1.30722 3.42699 0.14182
*
```